# 1
A cluster of 12 separate species, C37H70N4O13S5 in total at a distorted geometry. Source: the Open Molecules 2025 dataset; level of theory: ωB97M-V/def2-TZVPD.

```
129
Properties=species:S:1:pos:R:3:forces:R:3
O 9.705 -6.162 -13.171 1.28 1.02 0.54
S 10.793 -5.450 -12.487 -0.84 0.22 0.52
O 12.130 -5.411 -13.051 -0.58 -0.07 0.19
C 10.245 -3.714 -12.002 -1.51 -0.95 -1.55
C 10.598 -3.494 -10.579 0.46 -1.89 0.64
C 10.274 -4.904 -9.893 0.81 0.89 0.14
C 10.852 -6.040 -10.736 -0.28 0.84 -0.95
H 9.167 -3.847 -12.095 -0.24 0.05 0.01
H 10.488 -2.961 -12.751 0.59 -0.21 0.07
H 11.675 -3.323 -10.558 0.00 0.20 0.57
H 10.057 -2.684 -10.090 0.10 -0.04 -0.15
H 9.206 -5.053 -9.733 -0.05 0.23 -0.19
H 10.759 -4.976 -8.919 -0.14 0.29 0.15
H 10.209 -6.917 -10.668 0.54 -0.18 -0.12
H 11.917 -6.179 -10.548 -0.17 -0.37 0.12
O 13.349 -0.753 -0.066 0.94 1.55 -0.32
S 13.527 0.545 -0.726 -0.99 -0.85 0.10
O 14.798 0.950 -1.346 -1.17 -0.34 1.07
C 12.204 0.599 -1.980 0.59 0.72 0.23
C 11.147 1.541 -1.436 -1.35 -1.05 1.23
C 11.827 2.619 -0.647 2.11 1.24 -0.72
C 12.831 1.913 0.340 -1.14 -0.72 -0.44
H 11.908 -0.434 -2.165 0.01 0.19 -0.18
H 12.669 1.105 -2.826 0.03 -0.43 -0.33
H 10.439 1.879 -2.193 0.38 0.29 -0.18
H 10.502 1.073 -0.692 -0.12 -0.79 -0.14
H 11.164 3.377 -0.229 -0.02 -0.40 0.45
H 12.380 3.154 -1.419 0.53 0.51 0.17
H 12.178 1.478 1.096 0.09 -0.73 -0.10
H 13.608 2.358 0.962 0.15 0.70 -0.87
O 10.162 -2.007 -3.791 0.24 -0.74 0.61
S 10.232 -3.427 -3.450 -0.69 -1.29 -1.13
O 11.104 -3.906 -2.386 -0.82 0.52 -0.84
C 8.518 -4.105 -3.321 0.36 -0.26 -1.27
C 8.606 -5.595 -3.836 0.09 -0.18 -0.17
C 9.604 -5.697 -5.083 1.15 1.57 1.33
C 10.491 -4.379 -5.043 -0.62 0.58 0.06
H 7.992 -3.530 -4.083 0.13 0.06 -0.24
H 8.007 -3.804 -2.407 0.39 -0.74 0.35
H 8.783 -6.287 -3.013 0.74 0.14 -0.03
H 7.685 -6.003 -4.252 -0.49 0.73 0.27
H 9.029 -5.774 -6.006 0.00 0.48 0.08
H 10.300 -6.535 -5.125 -0.32 -0.24 0.66
H 10.140 -3.666 -5.790 -0.14 0.09 0.05
H 11.568 -4.405 -5.210 -0.01 -0.64 0.20
O 13.023 -1.596 -9.347 -0.52 -0.65 -0.33
S 12.217 -1.296 -8.181 1.61 2.71 2.52
O 11.215 -2.175 -7.617 -0.09 -0.08 -0.93
C 13.413 -0.877 -6.764 -0.96 -2.10 -0.17
C 13.367 0.569 -6.543 0.81 1.48 -0.90
C 12.029 1.183 -7.023 1.18 -0.28 1.09
C 11.633 0.495 -8.331 -0.24 -0.43 0.56
H 14.418 -1.239 -6.977 -0.20 -0.16 -0.27
H 13.058 -1.397 -5.874 -0.19 -0.34 -0.23
H 13.632 0.808 -5.513 -0.26 0.07 0.02
H 14.188 0.964 -7.142 0.02 0.56 -0.08
H 12.213 2.254 -7.109 -0.30 -0.01 -0.49
H 11.404 1.073 -6.137 -0.93 -0.29 -0.53
H 12.187 0.935 -9.161 0.03 -0.19 -0.01
H 10.570 0.570 -8.559 0.10 -0.30 -0.05
O 14.437 4.041 -6.521 -0.33 0.04 0.08
S 14.691 4.176 -7.932 1.76 -0.25 -1.97
O 13.694 3.799 -8.935 0.58 0.43 1.20
C 15.361 5.887 -8.274 0.30 -0.68 -1.12
C 16.928 5.838 -8.297 -0.88 -1.17 1.24
C 17.374 4.395 -7.890 -0.14 -0.92 0.56
C 16.319 3.309 -8.348 -0.12 2.29 -0.08
H 14.870 6.605 -7.617 0.26 -0.19 0.14
H 15.077 6.097 -9.305 -0.55 -0.04 0.14
H 17.356 6.048 -9.277 -0.39 0.26 0.04
H 17.296 6.546 -7.553 0.26 -0.01 -0.24
H 17.528 4.290 -6.816 -0.37 0.24 0.18
H 18.378 4.208 -8.269 -0.17 -0.23 -0.42
H 16.327 2.297 -7.942 0.19 0.33 0.39
H 16.388 3.276 -9.436 -0.46 -0.19 -0.09
C 7.949 -1.347 -7.593 1.60 0.57 -1.00
C 7.248 -1.887 -6.414 -1.02 -0.69 0.41
C 7.206 -1.062 -5.149 0.18 0.12 0.39
O 6.599 -2.906 -6.510 0.08 -0.37 0.24
H 8.838 -0.779 -7.318 -0.32 0.59 0.17
H 7.275 -0.773 -8.229 -0.08 0.35 0.29
H 8.403 -2.062 -8.280 -0.50 -0.73 0.31
H 8.173 -0.610 -4.927 -0.14 0.29 -0.16
H 6.897 -1.588 -4.246 0.05 -0.55 -0.32
H 6.411 -0.325 -5.266 0.24 0.44 -0.27
C 13.433 -1.389 -12.549 -0.05 0.27 -0.47
C 13.467 0.106 -12.426 -0.82 0.97 -0.56
C 14.266 0.776 -11.322 -0.28 -0.38 -0.48
O 12.760 0.756 -13.191 0.69 -0.23 0.68
H 13.281 -1.607 -13.606 0.28 -0.13 -0.02
H 12.489 -1.676 -12.086 0.26 -0.33 0.46
H 14.314 -1.892 -12.149 -0.39 -0.08 0.08
H 13.988 0.287 -10.388 0.07 0.10 0.11
H 14.067 1.847 -11.308 0.02 -0.12 0.06
H 15.325 0.576 -11.485 0.13 0.03 0.01
C 14.623 -4.804 -10.159 -0.43 0.01 0.28
C 15.894 -4.212 -9.638 0.57 -2.05 1.76
C 16.203 -2.807 -9.909 0.04 1.25 -0.94
O 16.617 -4.897 -8.924 -0.15 0.61 -0.54
H 13.846 -4.044 -10.075 -0.16 0.04 -0.50
H 14.320 -5.647 -9.539 0.26 -0.03 0.02
H 14.756 -5.176 -11.175 -0.19 0.30 -0.19
H 15.969 -2.154 -9.069 -0.14 -0.19 0.19
H 15.575 -2.480 -10.737 0.22 0.27 0.00
H 17.256 -2.659 -10.148 -0.01 -0.13 0.00
C 9.947 2.577 -13.326 0.67 -0.89 -0.01
C 9.903 2.084 -11.923 -0.20 0.00 1.58
N 9.821 1.666 -10.833 0.22 0.89 -2.48
H 9.750 3.625 -13.550 -0.59 -0.13 0.72
H 9.321 1.890 -13.896 -0.25 0.34 -0.12
H 10.946 2.433 -13.737 0.22 -0.31 0.34
C 17.575 -2.697 -6.369 0.46 0.19 0.97
C 18.376 -2.899 -5.134 -1.83 1.00 -3.90
N 18.980 -3.098 -4.210 1.90 -0.62 3.01
H 17.590 -1.672 -6.740 0.19 0.16 0.46
H 16.568 -2.901 -6.007 -0.22 -0.35 -0.78
H 17.987 -3.307 -7.174 -0.55 -0.42 0.19
C 16.953 -1.359 -2.255 0.64 -0.13 -0.05
C 15.878 -1.605 -3.229 -0.62 0.03 -0.08
N 15.026 -1.812 -3.988 1.00 0.25 0.73
H 16.923 -0.389 -1.760 -0.52 -0.01 -0.29
H 17.917 -1.437 -2.757 -0.11 0.06 -0.21
H 17.010 -2.122 -1.478 -0.47 -0.11 -0.10
C 15.038 3.216 -3.645 0.42 -0.19 -0.08
C 15.882 2.293 -4.461 -0.16 0.03 -0.14
N 16.502 1.536 -5.080 -0.58 0.86 0.60
H 15.437 4.228 -3.580 0.41 -0.16 -0.23
H 14.986 2.822 -2.630 -0.09 -0.12 -0.10
H 14.042 3.353 -4.066 0.07 -0.42 -0.15
```
Positions in Å, forces in eV/Å.

The gap between HOMO and LUMO is 9.736 eV. As for the HOMO energy: -9.61 eV. Its structure (SMILES) is O=S1(=O)CCCC1.O=S1(=O)CCCC1.O=S1(=O)CCCC1.O=S1(=O)CCCC1.O=S1(=O)CCCC1.CC(C)=O.CC(C)=O.CC(C)=O.CC#N.CC#N.CC#N.CC#N. The value obtained for the total energy is -4639.7228 Eh.

=====

# 2
A cluster of 3 separate species, C4H12NO2 in total at a distorted geometry. Source: the Open Molecules 2025 dataset; level of theory: ωB97M-V/def2-TZVPD.

```
19
Properties=species:S:1:pos:R:3:forces:R:3
C 3.252 -1.147 -0.523 0.90 -0.33 1.34
C 1.806 -0.914 -0.238 1.21 -0.36 -1.24
C 1.030 -0.599 -1.283 -1.63 0.95 1.47
N -0.403 -0.492 -1.063 2.22 -0.48 -0.58
C -1.132 -0.223 -2.117 -0.47 0.33 0.35
H 3.830 -1.117 0.412 -0.38 -0.27 0.07
H 3.801 -0.395 -1.082 -0.55 -0.16 -0.84
H 3.352 -2.181 -0.874 0.33 0.30 -0.33
H 1.537 -1.303 0.738 -0.84 0.78 0.09
H 1.310 -0.733 -2.318 0.31 0.71 0.03
H -0.626 -0.596 -0.057 -1.36 -1.16 -0.33
H -1.893 -0.883 -2.536 -0.99 0.57 1.17
H -0.957 0.745 -2.590 1.12 -0.82 -1.11
H -2.036 3.347 3.026 0.06 -0.10 0.03
H -3.416 3.108 3.578 -0.13 -0.19 0.06
O -2.656 2.635 3.223 0.16 0.16 -0.23
H -2.044 0.672 1.875 -0.21 0.18 0.15
H -2.748 0.106 0.616 -0.24 0.16 0.30
O -2.007 -0.030 1.214 0.47 -0.28 -0.39
```
Positions in Å, forces in eV/Å.

Its net charge is +1. The gap between HOMO and LUMO is 7.407 eV. As for the HOMO energy: -13.68 eV. Its relative energy (zero: lowest compared OMol25 entry of this formula, charge and spin) is 428.9 kJ/mol. The value obtained for the total energy is -364.4719 Eh.

=====

# 3
An isolated molecule of C4H8OS at a distorted geometry. Source: the Open Molecules 2025 dataset; level of theory: ωB97M-V/def2-TZVPD.

```
14
Properties=species:S:1:pos:R:3:forces:R:3
C 0.602 1.246 0.976 -0.86 0.94 3.43
C 0.120 0.098 0.105 -1.31 1.40 -2.75
C -1.336 0.240 -0.501 2.92 -3.13 0.58
S -1.898 -1.146 -1.643 1.69 0.05 -0.30
C 0.885 -1.101 0.080 -1.46 -4.85 1.01
O 1.049 -0.347 -1.015 0.19 2.10 -0.81
H 0.252 2.336 0.841 -0.18 -2.00 -0.25
H 0.438 0.994 2.180 -0.15 0.51 -3.09
H 1.662 1.379 1.011 0.91 -0.43 -0.60
H -1.868 0.060 0.382 -1.75 0.22 1.02
H -1.411 1.202 -0.888 -0.47 1.50 -0.85
H -0.691 -1.647 -2.287 -1.63 1.28 1.23
H 0.546 -2.232 -0.011 -0.03 2.43 -0.10
H 1.650 -1.081 0.770 2.12 -0.03 1.50
```
Positions in Å, forces in eV/Å.

The gap between HOMO and LUMO is 10.000 eV. As for the HOMO energy: -9.14 eV. Its structure (SMILES) is C[C@]1(CS)CO1. Its relative energy (zero: lowest compared OMol25 entry of this formula, charge and spin) is 276.7 kJ/mol. The value obtained for the total energy is -630.5295 Eh.

=====

# 4
An isolated molecule of C17H27ClN2O3. Source: the Open Molecules 2025 dataset; level of theory: ωB97M-V/def2-TZVPD.

```
50
Properties=species:S:1:pos:R:3:forces:R:3
C -0.582 -3.611 3.135 0.16 0.37 -0.07
C 0.499 -2.552 2.946 0.03 -0.44 0.04
O 0.001 -1.233 3.057 -0.20 0.39 -0.10
C -0.772 -0.704 2.060 -0.02 0.06 0.02
C -0.930 -1.299 0.815 0.09 -0.02 0.11
C -1.661 -0.688 -0.192 -0.07 0.24 0.29
Cl -1.788 -1.525 -1.703 -0.03 -0.20 -0.27
C -2.274 0.540 0.004 0.03 -0.23 -0.09
C -3.007 1.286 -1.087 -0.08 0.07 -0.05
N -2.336 2.479 -1.569 -0.13 0.29 0.14
C -1.013 2.282 -2.138 0.18 0.18 0.06
C 0.147 2.443 -1.149 0.07 -0.13 -0.31
C 1.488 2.126 -1.809 -0.18 0.11 0.20
N 1.599 0.716 -2.143 0.09 0.01 -0.09
C 2.001 -0.093 -1.006 -0.03 -0.31 -0.04
C 1.991 -1.568 -1.405 -0.13 0.19 0.34
O 2.854 -1.814 -2.491 0.19 -0.09 0.01
C 2.478 -1.022 -3.593 0.05 0.34 -0.24
C 2.510 0.467 -3.247 -0.03 -0.34 -0.07
C -2.138 1.112 1.262 0.14 -0.31 0.12
C -1.412 0.531 2.294 -0.15 0.08 -0.12
O -1.383 1.267 3.440 0.08 0.01 -0.38
C -0.987 0.694 4.666 0.12 -0.06 0.47
H -1.346 -3.532 2.365 -0.07 -0.06 -0.04
H -1.058 -3.485 4.105 -0.04 -0.02 0.08
H -0.135 -4.600 3.088 0.02 -0.13 -0.01
H 1.025 -2.691 1.994 0.01 0.05 0.09
H 1.232 -2.622 3.754 -0.03 -0.02 -0.18
H -0.464 -2.246 0.598 0.05 -0.11 0.02
H -3.989 1.596 -0.716 0.02 -0.11 -0.05
H -3.159 0.628 -1.946 -0.11 0.05 0.16
H -2.292 3.182 -0.839 -0.08 -0.03 -0.07
H -0.892 3.020 -2.941 0.14 -0.13 -0.05
H -0.964 1.289 -2.586 0.00 -0.01 -0.06
H 0.170 3.474 -0.785 -0.02 0.02 0.09
H -0.007 1.789 -0.290 0.02 0.05 0.07
H 2.313 2.447 -1.149 0.01 0.00 -0.12
H 1.562 2.700 -2.736 0.07 0.02 0.00
H 1.299 0.063 -0.185 0.04 -0.03 0.04
H 3.016 0.181 -0.660 -0.07 0.01 0.00
H 2.350 -2.192 -0.584 -0.08 0.04 0.01
H 0.967 -1.859 -1.675 0.07 0.00 0.08
H 3.187 -1.249 -4.391 -0.08 0.04 0.00
H 1.461 -1.291 -3.916 0.07 0.03 -0.02
H 2.185 1.046 -4.113 0.05 0.01 -0.01
H 3.547 0.755 -2.993 -0.04 0.01 -0.05
H -2.610 2.060 1.471 -0.06 0.15 0.05
H -1.547 -0.219 4.882 0.03 0.04 0.00
H 0.082 0.475 4.686 -0.14 0.03 0.03
H -1.219 1.447 5.418 0.00 -0.07 -0.02
```
Positions in Å, forces in eV/Å.

The gap between HOMO and LUMO is 8.872 eV. As for the HOMO energy: -8.15 eV. Its structure (SMILES) is CCOc1cc(Cl)c(CNCCCN2CCOCC2)cc1OC. Its relative energy (zero: lowest compared OMol25 entry of this formula, charge and spin) is 19.6 kJ/mol. The value obtained for the total energy is -1459.3532 Eh.